Molecular formula: C19H26N6NdO3S2
Method: DFT, ωB97M-V/def2-TZVPD

Geometry (Å):
1 Nd -0.16 0.52 -0.29
2 C 2.58 -0.08 1.51
3 C 2.54 -1.36 0.69
4 C 3.73 -2.17 0.62
5 C 3.56 -3.39 0.00
6 C 2.29 -3.73 -0.48
7 C 2.06 -5.05 -0.92
8 C 0.83 -5.38 -1.51
9 C -0.21 -4.41 -1.54
10 C 0.01 -3.05 -1.25
11 S -1.26 -1.83 -1.33
12 C 1.26 -2.75 -0.66
13 N 1.56 -1.49 -0.17
14 H 2.92 -0.38 2.56
15 H -1.26 3.20 5.16
16 H 3.29 0.69 1.13
17 H 4.57 -1.93 1.24
18 H 4.39 -4.15 -0.20
19 H 2.88 -5.82 -0.94
20 H 0.77 -6.39 -1.94
21 H -1.15 -4.73 -1.92
22 N -3.44 4.20 0.39
23 C -2.73 3.63 -0.68
24 C -1.73 2.67 -0.23
25 O -2.16 1.53 0.25
26 O -0.48 2.96 -0.37
27 H -4.27 3.76 0.75
28 H -3.54 5.23 0.41
29 H -2.14 4.48 -1.14
30 H -3.42 3.05 -1.28
31 C -1.95 -0.97 5.26
32 C -0.97 -1.24 4.12
33 C -0.18 -0.10 3.44
34 N 0.40 -0.34 2.31
35 N 1.33 0.60 1.72
36 C -1.15 2.38 4.49
37 N -2.16 2.22 3.53
38 S 0.26 1.45 4.35
39 H -2.42 -1.91 5.54
40 H -2.80 -0.28 4.93
41 H -1.57 -0.52 6.20
42 H -1.54 -1.68 3.32
43 H -0.11 -1.93 4.38
44 H -2.78 2.97 3.32
45 H -2.04 1.37 2.96
46 C -0.74 2.27 -4.57
47 N 0.59 1.66 -4.66
48 C 1.25 1.54 -6.02
49 C 1.20 1.12 -3.58
50 O 0.70 1.17 -2.41
51 H -1.39 1.76 -3.87
52 H -1.18 2.19 -5.55
53 H -0.64 3.34 -4.30
54 H 2.16 2.23 -6.07
55 H 0.56 1.80 -6.76
56 H 1.66 0.53 -6.23
57 H 2.22 0.55 -3.71

Results
- energy above the lowest of the compared OMol25 structures with the same formula, charge and spin (eV) = 3.902
- charge = +1
- multiplicity = 4
- E_tot (Ha) = -2651.45605
- gap between HOMO and LUMO (alpha / beta) (eV) = 5.399 / 5.412
- ⟨S²⟩ = 3.75